11
Properties=species:S:1:pos:R:3:forces:R:3:lowdin_charge:R:1 method="wB97M-V/def2-TZVPD" multiplicity=1 homo_energy_ev=-4.42 e_above_lowest_kcal_mol=57.8 orbital_gap_ev=8.07 mol_weight_g_mol=155.176 total_charge=-1 e_tot_ha=-1175.34855
C 1.274 -0.535 0.421 0.5 0.6 1.0 -0.3462
C 1.650 0.467 -0.345 -1.2 2.1 -3.1 -0.0983
O -0.320 -2.359 1.221 -0.7 0.3 0.0 -0.5476
O -3.149 0.976 -0.933 0.8 -0.1 0.1 -0.5020
O -1.147 1.711 0.317 0.2 0.6 -0.2 -0.5049
O -1.157 -0.644 -0.616 0.4 -1.2 -0.1 -0.6820
S -2.192 0.720 0.148 -1.2 0.1 1.0 0.6805
S -0.082 -1.663 -0.063 0.7 0.3 -0.3 0.7725
H 2.460 1.257 -0.327 -0.8 -1.3 0.9 0.0629
H 1.719 -0.676 1.426 -0.2 -0.5 -0.8 0.0761
H 0.944 0.747 -1.248 1.5 -1.0 1.6 0.0891